{"formula": "C16H17N", "method": "wB97M-V/def2-TZVPD", "homo_lumo_gap_ev": 8.80, "e_tot_ha": -674.50730, "e_above_lowest_kj_mol": 392.0, "fmax_ha_per_bohr": 0.095, "e_homo_ev": -7.90, "molar_mass_g_mol": 223.3, "species": ["C", "H", "N", "C", "C", "H", "H", "C", "H", "C", "C", "H", "H", "H", "H", "C", "H", "C", "C", "H", "C", "C", "C", "H", "C", "C", "C", "H", "C", "H", "H", "H", "H", "H"], "coordinates": [[0.99720, 0.17612, 3.62477], [1.75494, -2.43757, -3.89255], [-0.40443, 0.78477, -5.05411], [-1.14405, 2.24120, -1.62401], [0.14064, -0.25966, 2.69985], [-0.22454, 1.47136, -5.75148], [-0.03548, -1.06817, -1.08564], [-0.47032, -0.17126, -1.51749], [0.14608, -3.22203, -3.68175], [-1.56778, -0.50138, 4.41970], [0.75413, -2.46035, -3.39269], [-1.10272, 0.72712, 6.25012], [1.30313, 1.11832, 5.59129], [2.93900, 0.87011, 2.73631], [0.34504, -0.39622, 1.67064], [-1.10797, 2.16323, -2.99971], [0.05849, -1.08489, -6.22030], [0.45569, 0.59884, 4.89069], [-0.82683, 0.30656, 5.34991], [-1.31101, 3.17728, -1.11351], [0.27031, -1.11656, -3.84016], [-0.54760, 1.05107, -3.64093], [2.49777, 0.15220, 3.48426], [-1.56906, 2.85394, -3.64179], [-0.15989, -0.10223, -2.92497], [-1.16709, -0.76421, 3.15949], [-1.04095, 0.90713, -0.89794], [3.04486, 0.45182, 4.39916], [0.11598, -0.67081, -5.14106], [-1.69087, -1.62256, 2.42448], [0.87942, -2.28132, -2.35232], [-1.39687, 0.83783, 0.15504], [2.69605, -0.95985, 3.14657], [-2.63126, -0.76985, 4.77014]], "forces_ev_per_a": [[0.73, 1.78, 2.52], [-0.57, -1.09, 0.70], [0.35, -3.56, 2.84], [-0.48, -3.64, 0.47], [-3.47, -2.05, 0.25], [0.06, 0.31, -0.29], [-0.98, 0.02, 0.82], [1.07, 0.03, -1.97], [-1.51, -2.35, -0.53], [-3.15, 0.67, 2.77], [2.73, 3.69, -0.85], [-1.14, 0.29, 1.75], [-2.47, -1.18, -1.52], [-0.70, -0.88, 0.21], [0.70, -0.37, -0.80], [0.86, -0.50, 0.24], [0.63, 0.43, 2.36], [2.41, 0.39, 1.68], [2.35, -0.73, -4.22], [-0.63, -0.19, 0.16], [-0.91, 0.17, -2.01], [0.26, -1.49, -1.67], [0.86, -0.78, -1.48], [-0.05, 1.61, -0.52], [-0.81, 1.40, 0.26], [1.27, -1.61, -3.21], [0.42, 2.61, 0.20], [-0.55, -0.72, -0.20], [-1.43, 3.29, -0.35], [1.04, 2.92, 2.10], [0.27, -1.01, 0.98], [0.71, 0.25, -0.80], [0.34, 2.32, 0.79], [1.79, -0.05, -0.69]]}